This record from the Open Molecules 2025 dataset describes a cluster of 2 separate species, C6H8N2O6S in total at a distorted geometry. The level of theory is wB97M-V/def2-TZVPD.

- total charge = -2
- energy relative to the best compared isomer or geometry (same formula, charge and spin) (kJ/mol) = 30.4
- max |F| (eV/A) = 3.3

Geometry (Å):
C: -1.7669 0.5345 1.2482
C: 1.0152 2.3569 -0.8683
C: 0.8006 -2.4730 -0.5566
C: 0.5160 -0.3721 1.2331
C: 1.8433 1.1870 -0.0915
C: 1.0383 -0.9843 -1.0264
N: -2.2195 1.3329 2.0909
N: 1.0774 -0.0521 0.0535
O: 1.6465 3.4104 -0.9002
O: 1.8367 -3.1322 -0.5313
O: -3.7968 0.6246 -0.4761
O: -0.0507 2.0343 -1.3710
O: -0.3680 -2.8503 -0.3819
O: -2.4372 -1.4467 -0.0450
S: -2.3962 0.1378 -0.5153
H: 0.0200 -1.2368 1.3956
H: 1.0464 -0.0278 2.0743
H: 1.9643 1.6725 0.9353
H: 2.6035 0.9209 -0.7799
H: 0.2499 -0.5873 -1.7538
H: 1.9817 -0.9097 -1.4381
H: -2.9990 1.8478 1.8389
H: -1.6052 -1.9874 -0.1344

Results of the Löwdin charge analysis, in e, for atoms 1 through 6: atom 1 (C): -0.344, atom 2 (C): -0.754, atom 3 (C): -0.701, atom 4 (C): 0.038, atom 5 (C): -0.060, atom 6 (C): -0.091

=====

This record from the Open Molecules 2025 dataset describes a structure of composition C26H46Br4GeN5O4PSi3Y at a distorted geometry. The level of theory is wB97M-V/def2-TZVPD.

- total charge = -2
- energy relative to the best compared isomer or geometry (same formula, charge and spin) (kJ/mol) = 0.0
- max |F| (eV/A) = 3.1
- multiplicity = 2

Geometry (Å):
Y: 1.1229 -0.4516 -0.2910
Br: 3.5293 -4.9185 -5.4729
C: 3.4374 -3.8462 -3.8804
C: 4.2891 -4.0943 -2.8312
Br: 5.7170 -5.3644 -3.0234
C: 4.1018 -3.4155 -1.6305
Br: 5.2261 -3.7827 -0.1267
C: 3.0785 -2.4933 -1.4293
O: 2.8061 -1.9794 -0.2820
C: 2.2824 -2.1150 -2.5895
O: 1.4323 -1.1501 -2.4801
C: 2.4514 -2.8694 -3.7450
Br: 1.2214 -2.5343 -5.1744
N: -0.1293 -2.9528 -0.6464
N: -0.1805 -3.6543 0.5886
C: 0.1685 -2.9181 1.7266
N: 0.4017 -3.7146 2.8382
N: 0.1904 -1.6397 1.6721
N: 1.1557 0.1886 2.6852
O: 1.8246 0.3130 1.5552
O: 1.3339 1.0827 3.5658
H: -1.0398 -2.9989 -1.1022
H: 0.5747 -3.3376 -1.2710
H: 0.2813 -4.5613 0.5809
H: -0.0340 -4.6218 2.8326
H: 0.3020 -3.2197 3.7136
C: 3.9172 2.6994 -1.7444
P: 3.3761 1.4093 -0.5155
C: 4.8377 0.2985 -0.6937
C: 3.9177 2.3124 0.9960
H: 4.9400 3.0142 -1.5415
H: 3.2595 3.5618 -1.6706
H: 3.8564 2.3047 -2.7560
H: 5.7701 0.8550 -0.5778
H: 4.8112 -0.1683 -1.6784
H: 4.7721 -0.4785 0.0656
H: 4.9743 2.5727 0.9305
H: 3.7315 1.6813 1.8591
H: 3.3252 3.2172 1.0974
C: 0.3215 -0.8475 2.8307
C: -0.5081 -1.0594 3.9825
C: -0.2706 -0.4658 5.2442
C: -1.1143 -0.6910 6.3042
C: -2.2324 -1.5151 6.1792
C: -2.4957 -2.0968 4.9447
C: -1.6634 -1.8768 3.8758
H: 0.5823 0.1838 5.3573
H: -0.9115 -0.2191 7.2595
H: -2.8837 -1.6958 7.0241
H: -3.3763 -2.7146 4.8161
H: -1.9256 -2.3006 2.9187
C: -3.5677 -1.3846 0.7007
Si: -3.2157 -0.2816 -0.8354
C: -3.2774 -1.5096 -2.3277
C: -4.8094 0.7904 -1.0148
Ge: -1.1163 0.8741 -0.7386
Si: -1.4145 2.6284 0.8873
C: -1.8357 2.0316 2.6600
C: 0.2661 3.5364 1.0693
C: -2.7123 4.0165 0.5456
Si: -1.1661 1.9435 -2.8873
C: -0.9038 0.6817 -4.3067
C: 0.3450 3.1247 -3.0120
C: -2.6901 2.9983 -3.4319
H: -4.5531 -1.8440 0.6897
H: -3.4909 -0.7952 1.6087
H: -2.8283 -2.1766 0.7653
H: -3.7522 -2.4562 -2.0822
H: -2.2694 -1.7225 -2.6719
H: -3.8172 -1.0823 -3.1671
H: -5.7230 0.2025 -0.9880
H: -4.7941 1.3410 -1.9488
H: -4.8597 1.5169 -0.2109
H: -0.9346 1.7104 3.1710
H: -2.5277 1.1945 2.6545
H: -2.2806 2.8204 3.2616
H: 1.0268 2.7952 1.2996
H: 0.2673 4.2638 1.8780
H: 0.5602 4.0457 0.1537
H: -3.7136 3.6025 0.5010
H: -2.5240 4.5187 -0.3970
H: -2.7023 4.7659 1.3315
H: -0.1249 -0.0151 -4.0128
H: -0.5944 1.1461 -5.2395
H: -1.8035 0.1089 -4.5108
H: 1.2462 2.5320 -2.8846
H: 0.3242 3.8671 -2.2197
H: 0.4172 3.6486 -3.9606
H: -3.4984 2.3628 -3.7799
H: -2.4419 3.6819 -4.2385
H: -3.0667 3.5853 -2.6012

Results of the Löwdin charge analysis, in e, for atoms 1 through 6: atom 1 (Y): 1.092, atom 2 (Br): 0.614, atom 3 (C): -0.761, atom 4 (C): -0.762, atom 5 (Br): 0.618, atom 6 (C): -0.632

=====

This record from the Open Molecules 2025 dataset describes a cluster of 2 separate species, C4H10N4O in total at a distorted geometry. The level of theory is wB97M-V/def2-TZVPD.

- total charge = 0
- energy relative to the best compared isomer or geometry (same formula, charge and spin) (kJ/mol) = 390.8
- max |F| (eV/A) = 4.1
- SMILES = C=C(N)NC.NN=C=O

Geometry (Å):
C: -1.5970 -1.5735 0.8430
C: -0.7377 -0.9134 0.0417
N: -0.1029 -1.6343 -0.9633
N: -1.0356 0.5497 -0.3759
C: -1.2340 1.6456 0.5726
H: -1.6523 -2.6490 0.8289
H: -2.3973 -1.1032 1.3862
H: -0.3533 -2.6065 -1.0579
H: 0.5320 -1.2512 -1.6453
H: -1.9118 0.4950 -0.8913
H: -0.2480 2.0068 0.8577
H: -1.7721 1.3463 1.4766
H: -1.7079 2.4904 0.0735
N: 3.0805 -0.0998 0.2214
N: 1.7971 0.3963 0.0527
C: 1.2786 1.0623 -0.8641
O: 1.1460 1.6795 -1.8655
H: 3.7476 0.6676 0.1602
H: 3.1682 -0.5087 1.1488

Results of the Löwdin charge analysis, in e, for atoms 1 through 6: atom 1 (C): 0.013, atom 2 (C): -0.398, atom 3 (N): 0.080, atom 4 (N): -0.077, atom 5 (C): -0.123, atom 6 (H): 0.045